No. 1
Formula: H3OPS2
Source: the Open Molecules 2025 dataset
Level of theory: ωB97M-V/def2-TZVPD

```
7
Properties=species:S:1:pos:R:3:mulliken_charge:R:1
H 0.65 1.14 -0.06 0.32
P -0.96 -0.21 0.05 0.35
S -2.60 -0.69 -0.89 -0.23
O -0.34 1.30 -0.26 -0.42
H -1.46 0.07 1.30 0.08
H 2.61 -0.50 0.48 0.15
S 2.10 -1.12 -0.62 -0.26
```

Properties
E   -33053.584 eV
Highest occupied orbital energy (spin up / spin down)   -9.89 / -9.22 eV
HOMO-LUMO gap (spin up / spin down)   7.462 / 6.487 eV
Strongest force on any atom   0.054 Eh/bohr
E_LUMO (spin up / spin down)   -2.43 / -2.74 eV
ΔE to the lowest compared entry with this formula, charge and spin   302.5 kJ/mol

No. 2
Formula: C4H8N2O3
Source: the Open Molecules 2025 dataset
Level of theory: ωB97M-V/def2-TZVPD

```
17
Properties=species:S:1:pos:R:3:mulliken_charge:R:1
H -0.40 1.84 -0.60 0.39
H -1.28 0.32 3.25 0.22
C 0.03 -0.33 -0.45 0.43
H -0.03 -0.32 2.11 0.28
O 1.88 -0.86 -1.93 -0.61
C 0.73 -0.44 -1.76 0.36
H 0.86 1.43 0.60 0.36
H 0.80 -0.19 -3.57 0.36
H -1.00 -0.62 -0.80 0.26
O 0.06 -0.08 -2.88 -0.46
N 0.59 -1.31 0.45 -0.73
H 1.60 -1.18 0.53 0.24
H 0.50 -2.24 0.01 0.31
C -1.17 1.10 1.31 0.49
N -0.73 0.36 2.45 -0.39
C -0.09 1.12 0.14 -0.94
O -2.33 1.41 1.14 -0.57
```

Properties
SMILES string   NC(=O)C[C@H](N)C(=O)O
E   -13400.824 eV
Highest occupied orbital energy   -9.72 eV
HOMO-LUMO gap   10.295 eV
Strongest force on any atom   0.082 Eh/bohr
E_LUMO   0.57 eV
ΔE to the lowest compared entry with this formula, charge and spin   83.4 kJ/mol